[1]
Below is the molecule C4H2F2O in a non-equilibrium geometry, with properties calculated with ωB97M-V with the def2-TZVPD basis set.

```
9
C4H2F2O | the Open Molecules 2025 dataset | ωB97M-V with the def2-TZVPD basis set
F -0.950 -1.830 -1.504
F 1.103 -1.362 -0.812
O -1.790 0.640 -0.277
C -0.669 0.191 -0.457
C 0.683 0.445 1.372
C -0.179 -1.094 -0.711
C 0.437 1.099 0.364
H 1.055 -0.213 2.055
H 0.310 2.124 -0.030
```

Properties
relative energy (zero: lowest compared OMol25 entry of this formula, charge and spin): 4.3886 eV
LUMO energy (alpha / beta): -0.0425 / -0.0323 hartree
total charge: 0
Kohn-Sham gap (alpha / beta): 7.2 / 7.9 eV

[2]
Below is a structure of composition C13H34ClN3O6Ti in a non-equilibrium geometry, with properties calculated with ωB97M-V with the def2-TZVPD basis set.

```
58
C13H34ClN3O6Ti | the Open Molecules 2025 dataset | ωB97M-V with the def2-TZVPD basis set
Ti 0.048 1.337 0.214
Cl -0.158 3.576 -1.233
O -2.696 -0.720 -2.115
O 3.502 -0.080 3.624
O -1.568 2.645 1.835
O 2.053 -2.172 -2.330
O -2.372 1.631 3.696
O -0.226 1.288 3.001
N 2.049 1.173 1.412
N -0.620 -0.826 -0.225
N -3.649 1.996 -1.945
C 1.018 -1.290 -1.933
C -3.082 -1.868 -2.838
C 4.135 0.773 0.084
C 0.396 -1.813 -0.692
C -4.468 1.502 0.253
C -0.224 -3.175 -1.001
C -3.675 -0.309 -1.204
C -3.470 1.121 -0.767
C 3.348 0.449 1.337
C 2.677 -1.696 -3.477
C -1.308 1.876 2.797
C 4.164 0.595 2.607
C 3.274 0.678 4.776
H -1.257 -1.329 0.408
H 4.217 1.671 2.806
H 1.296 -0.230 -1.814
H 5.139 0.143 2.403
H -4.510 2.523 -1.863
H 4.755 1.678 0.211
H -4.249 2.470 0.719
H 0.564 -3.895 -1.256
H -0.763 -3.619 -0.155
H 3.549 0.991 -0.807
H 2.538 1.473 4.597
H -3.143 -2.728 -2.150
H 3.038 -0.606 1.313
H -0.899 -3.154 -1.863
H 4.811 -0.063 -0.125
H -4.395 0.846 1.138
H -3.701 1.522 -2.837
H -4.692 -0.355 -1.632
H -2.450 1.315 -0.402
H 1.602 1.015 2.326
H 2.063 -1.889 -4.365
H 4.182 1.119 5.214
H 2.247 2.184 1.443
H 2.869 -0.616 -3.411
H -3.726 -0.999 -0.332
H 1.218 -1.949 0.017
H -4.077 -1.767 -3.285
H 3.661 -2.158 -3.562
H -1.253 -0.642 -1.017
H -3.075 2.156 3.278
H 2.856 0.011 5.532
H 0.249 -1.346 -2.733
H -2.308 -2.021 -3.581
H -5.504 1.555 -0.089
```

Properties
multiplicity: 4
relative energy (zero: lowest compared OMol25 entry of this formula, charge and spin): 0.7562 eV
LUMO energy (alpha / beta): 0.0983 / 0.0965 hartree
total charge: -1
Kohn-Sham gap (alpha / beta): 3.1 / 7.5 eV
⟨S²⟩: 3.753

[3]
Below is a structure of composition C18H28N4S2V in a non-equilibrium geometry, with properties calculated with ωB97M-V with the def2-TZVPD basis set.

```
53
C18H28N4S2V | the Open Molecules 2025 dataset | ωB97M-V with the def2-TZVPD basis set
V 0.323 -0.080 0.294
S -0.725 -1.466 -1.538
S 2.215 -0.256 1.720
N -1.299 1.134 -0.136
N -0.944 -1.168 1.590
N 1.657 0.625 -1.234
N -2.975 -0.295 0.592
C -2.434 -3.336 2.595
C -1.752 3.249 -1.224
C -0.382 -2.091 2.447
C 0.418 2.818 2.044
C -3.034 -2.369 1.796
C 2.595 -1.959 1.124
C 0.376 -2.805 -2.166
C -3.120 2.969 -1.210
C 1.320 3.187 1.127
C 3.280 0.753 0.612
C -3.539 1.780 -0.611
C -2.606 0.870 -0.071
C 1.274 0.168 -2.619
C -0.216 -0.123 -2.726
C -1.063 -3.212 2.881
C 3.084 0.433 -0.861
C -2.276 -1.269 1.337
C -0.886 2.263 -0.793
H -0.835 0.765 -2.544
H 0.188 2.322 -0.926
H -0.593 2.491 1.786
H 0.465 -2.795 -3.257
H -3.977 -0.418 0.644
H 3.701 1.110 -1.463
H 2.322 3.524 1.395
H 2.233 -2.152 0.109
H -0.109 -3.742 -1.871
H 2.108 -2.661 1.805
H 3.679 -2.077 1.192
H -0.492 -0.531 -3.702
H 3.075 1.804 0.861
H 0.592 2.987 3.106
H 1.068 3.394 0.089
H -4.588 1.609 -0.430
H -1.349 4.203 -1.574
H -0.511 -3.973 3.447
H -4.085 -2.436 1.513
H -3.815 3.715 -1.600
H 1.872 -0.718 -2.856
H 1.588 1.644 -1.302
H 1.341 -2.698 -1.675
H 3.376 -0.594 -1.099
H 4.287 0.494 0.955
H -3.009 -4.157 3.033
H 0.649 -1.874 2.748
H 1.531 0.947 -3.354
```

Properties
multiplicity: 3
relative energy (zero: lowest compared OMol25 entry of this formula, charge and spin): 0.0782 eV
LUMO energy (alpha / beta): -0.4260 / -0.3914 hartree
total charge: +3
Kohn-Sham gap (alpha / beta): 6.2 / 7.2 eV
⟨S²⟩: 2.026

[4]
Below is a cluster of 2 separate species, C2H6NO2 in total in a non-equilibrium geometry, with properties calculated with ωB97M-V with the def2-TZVPD basis set.

```
11
C2H6NO2 | the Open Molecules 2025 dataset | ωB97M-V with the def2-TZVPD basis set
O -1.444 -0.143 -0.477
O 3.020 -1.635 0.526
N 1.055 -0.408 0.866
C -1.620 1.211 -0.864
C 1.848 -1.458 0.925
H -1.144 1.374 -1.830
H -1.312 1.940 -0.119
H -0.677 -0.181 0.148
H 1.589 0.349 0.430
H 1.382 -2.313 1.468
H -2.697 1.263 -1.072
```

Properties
relative energy (zero: lowest compared OMol25 entry of this formula, charge and spin): 1.2681 eV
LUMO energy: 0.1486 hartree
total charge: -1
Kohn-Sham gap: 7.7 eV

[5]
Below is a structure of composition C47H50CaN10O4S5 in a non-equilibrium geometry, with properties calculated with ωB97M-V with the def2-TZVPD basis set.

```
117
C47H50CaN10O4S5 | the Open Molecules 2025 dataset | ωB97M-V with the def2-TZVPD basis set
Ca -0.280 -0.546 -0.016
S -2.710 1.433 3.243
S -1.621 -3.656 -0.637
S 0.999 -1.500 -2.395
S -2.808 1.639 -1.347
S 0.299 -0.538 3.586
O 0.309 -0.436 2.087
O 0.562 -2.841 -2.696
O -0.096 -0.509 -2.306
O -0.776 -2.680 0.152
N 4.328 0.593 -6.817
N 3.453 -1.756 0.455
N -0.091 2.782 -4.549
N 3.429 -2.785 -1.697
N -2.624 -0.434 1.145
N 1.756 -1.282 -1.014
N 0.686 3.372 -2.270
N -1.354 1.621 -0.473
N 1.246 1.635 0.440
N -1.438 3.920 0.066
C -4.347 5.116 -2.695
C 0.372 2.536 0.881
C -2.604 5.660 -1.138
C 3.088 -1.229 -5.824
C -3.121 3.359 -1.586
C 4.564 -2.419 0.730
C -1.079 -3.353 7.447
C 2.511 0.368 -3.628
C 2.907 -1.974 -0.761
C -0.890 2.662 0.094
C -2.631 -2.726 -1.842
C -2.386 4.314 -0.890
C -1.650 -0.987 6.114
C 2.399 1.512 1.085
C 1.980 -0.880 6.359
C -0.808 -1.923 3.942
C 3.290 0.868 -4.652
C 3.588 0.074 -5.765
C -0.542 1.417 -4.869
C -1.094 -2.057 5.415
C 2.182 -1.305 7.662
C -1.627 1.479 -5.940
C 4.545 -3.426 -1.385
C -4.020 -2.521 -1.245
C 2.578 -2.610 7.918
C -2.680 0.348 2.011
C -0.818 -3.240 6.089
C -3.054 -3.940 0.448
C 2.769 -3.490 6.864
C 0.587 3.311 2.012
C -1.909 -1.101 7.471
C 2.549 -3.068 5.560
C 5.173 -3.291 -0.159
C -0.450 3.853 -5.477
C 2.017 -0.929 -3.707
C 2.728 2.275 2.196
C -2.633 2.584 -5.627
C 1.794 3.174 2.680
C -4.103 3.765 -2.475
C 1.901 -1.335 3.878
C 2.310 -1.731 -4.796
C 0.319 3.088 -3.332
C -4.298 -3.770 -0.412
C -3.584 6.064 -2.036
C -1.621 -2.282 8.142
C 2.150 -1.762 5.296
C -1.968 3.977 -5.572
H -2.221 4.570 -6.454
H 1.994 3.757 3.570
H -0.386 -4.075 5.551
H 2.733 -2.941 8.937
H -2.334 4.524 -4.701
H 3.688 2.145 2.679
H 1.954 -2.167 3.174
H 4.763 -0.074 -7.431
H -4.763 -2.371 -2.030
H 2.028 -0.614 8.482
H -2.642 -3.344 -2.741
H -1.889 -0.072 5.583
H 0.308 0.815 -5.202
H -3.749 7.119 -2.209
H 3.066 0.743 0.713
H 1.665 0.140 6.168
H 6.077 -3.828 0.088
H -2.086 -1.815 -2.079
H -5.191 -3.677 0.206
H -4.013 -1.641 -0.599
H -4.695 3.017 -2.989
H 4.908 1.386 -6.606
H 4.954 -4.075 -2.153
H 2.269 0.988 -2.770
H 3.674 1.880 -4.594
H 2.611 -0.577 3.538
H -3.437 2.578 -6.365
H -3.090 2.362 -4.661
H -0.932 0.963 -3.957
H 3.319 -1.850 -6.682
H -2.010 6.397 -0.609
H -5.125 5.418 -3.383
H -1.822 -2.368 9.203
H -4.434 -4.638 -1.064
H -2.124 0.508 -5.971
H -1.705 -1.665 3.374
H -2.973 -3.135 1.181
H -0.010 3.619 -6.450
H -0.190 3.961 2.390
H 3.079 -4.509 7.055
H -2.344 -0.266 8.005
H -0.854 -4.278 7.963
H -1.185 1.634 -6.928
H 4.995 -2.240 1.712
H -2.954 -4.910 0.932
H 2.685 -3.760 4.737
H -0.840 4.656 0.403
H -0.363 -2.814 3.496
H 0.008 4.776 -5.128
H 1.931 -2.744 -4.824
```

Properties
LUMO energy: 0.0194 hartree
total charge: 0
Kohn-Sham gap: 7.7 eV

[6]
Below is a structure of composition C31H15Cl3F7IrNO2S, with properties calculated with ωB97M-V with the def2-TZVPD basis set.

```
61
C31H15Cl3F7IrNO2S | the Open Molecules 2025 dataset | ωB97M-V with the def2-TZVPD basis set
Ir 0.111 -0.073 -0.146
Cl 1.858 -7.212 0.176
Cl 3.799 -2.537 1.996
Cl -1.450 6.599 1.471
S 1.624 -0.510 -2.074
F -0.931 -0.837 -3.660
F -1.843 0.678 -5.659
F -0.031 2.173 4.619
F -0.391 2.793 -6.555
F -2.888 -1.470 4.118
F 2.951 1.849 -3.427
F 2.016 3.346 -5.424
O -1.027 -1.686 -0.741
O 1.473 -1.400 0.748
N 1.163 1.524 0.569
C -1.460 0.358 4.391
C 2.719 3.305 0.325
C -1.970 -0.646 3.590
C 0.058 2.053 -5.544
C -0.665 -2.873 -0.681
C -0.971 3.382 -0.836
C 2.580 -3.410 1.141
C -1.666 2.384 -0.151
C -1.578 -0.830 2.278
C -1.555 4.986 0.835
C 1.003 0.493 -3.386
C 1.697 -5.490 0.320
C -1.616 0.974 -0.622
C -2.286 4.027 1.517
C -0.680 0.978 -5.082
C 0.631 -4.841 -0.220
C -0.635 0.033 1.744
C 1.738 1.557 -3.913
C 2.403 3.759 1.595
C 1.281 2.333 -4.963
C -0.091 1.071 2.514
C -0.198 0.214 -4.036
C 1.493 -2.670 0.586
C -0.523 1.199 3.830
C -0.907 4.677 -0.352
C -2.339 2.735 1.018
C 2.682 -4.765 1.010
C 0.508 -3.435 -0.103
C 2.079 2.182 -0.149
C 0.879 1.924 1.832
C 1.489 3.060 2.358
H -0.356 5.442 -0.881
H -2.483 0.404 -0.287
H 1.244 3.385 3.354
H -2.801 4.291 2.431
H -0.454 3.131 -1.757
H 3.528 -5.281 1.443
H -1.365 -3.590 -1.123
H 2.875 4.646 1.997
H -2.025 -1.625 1.696
H 3.447 3.804 -0.299
H -1.775 0.482 5.417
H -0.134 -5.398 -0.747
H -1.600 0.915 -1.715
H -2.900 1.980 1.557
H 2.303 1.764 -1.115
```

Properties
multiplicity: 2
relative energy (zero: lowest compared OMol25 entry of this formula, charge and spin): 0.6337 eV
LUMO energy (alpha / beta): -0.0299 / -0.0928 hartree
total charge: 0
Kohn-Sham gap (alpha / beta): 7.4 / 5.6 eV
⟨S²⟩: 0.755

[7]
Below is a cluster of 3 separate species, C23H45ClN3O7P in total in a non-equilibrium geometry, with properties calculated with ωB97M-V with the def2-TZVPD basis set.

```
80
C23H45ClN3O7P | the Open Molecules 2025 dataset | ωB97M-V with the def2-TZVPD basis set
Cl 1.701 -2.057 2.046
P 0.492 -5.904 -2.652
O 0.642 -6.751 -0.136
O 0.194 -6.915 2.067
O 0.481 -0.902 0.132
O -0.884 -4.746 -0.178
O 1.615 -6.680 -3.619
O 0.203 -4.409 -3.360
O 0.978 -4.908 1.185
N -0.266 2.544 -2.985
N -2.356 4.604 4.223
N -1.943 -3.249 1.445
C 0.536 -4.484 -0.087
C -1.529 5.374 3.307
C 4.353 -3.823 -0.605
C 1.217 -5.656 -0.917
C -1.719 2.404 3.249
C -3.375 5.361 4.937
C -1.127 1.810 -3.897
C -4.598 5.836 4.147
C -2.834 3.324 3.726
C -0.232 1.976 -1.643
C 0.569 -6.278 1.183
C 5.552 -4.354 0.254
C 3.694 -4.935 -1.512
C 0.949 -1.932 0.430
C 5.141 -4.731 1.741
C -1.728 4.637 -2.802
C -0.942 2.204 -5.357
C 2.745 -5.907 -0.715
C 0.914 -3.078 -0.622
C -1.528 1.983 -0.832
C -1.567 -3.942 0.635
C -0.359 3.995 -3.047
C -2.123 5.745 1.945
H -3.351 2.806 4.540
H -1.534 1.546 -5.996
H 0.106 0.938 -1.728
H 6.309 -3.533 0.303
H -5.036 5.040 3.543
H 0.103 2.117 -5.660
H 5.188 -5.827 1.924
H 4.619 -2.936 -1.226
H 5.789 -4.150 2.431
H 3.107 -4.446 -2.335
H -2.530 4.127 -3.339
H 1.867 -3.044 -1.188
H -5.370 6.179 4.841
H -4.358 6.678 3.498
H -2.907 6.227 5.416
H 3.066 -5.935 0.349
H -0.885 0.745 -3.820
H -2.189 1.911 -3.634
H 0.364 4.431 -2.351
H -2.633 4.905 1.469
H 2.528 -6.425 -3.387
H -2.822 6.578 2.019
H -0.007 4.317 -4.033
H -0.967 2.256 4.027
H 4.515 -5.521 -1.981
H -1.196 6.289 3.808
H -0.605 4.816 3.131
H -2.380 1.612 -1.406
H 4.086 -4.429 1.947
H -1.225 2.793 2.356
H -1.713 5.673 -3.151
H 3.556 -3.518 0.118
H -1.765 2.979 -0.457
H 2.938 -6.934 -1.116
H -1.276 3.226 -5.550
H -1.323 6.061 1.271
H -2.131 1.426 2.990
H -3.730 4.742 5.768
H -1.980 4.664 -1.743
H -3.566 3.444 2.915
H 6.089 -5.200 -0.241
H 1.020 -3.905 -3.532
H 0.116 -2.799 -1.349
H 0.550 2.475 -1.061
H -1.417 1.333 0.039
```

Properties
SMILES: CCCCC[C@@]1(P(O)O)OC(=O)O[C@]1(CC(=O)Cl)OC#N.CCN(CC)CC.CCN(CC)CC
relative energy (zero: lowest compared OMol25 entry of this formula, charge and spin): 1.6918 eV
LUMO energy: -0.0057 hartree
total charge: 0
Kohn-Sham gap: 7.8 eV

[8]
Below is a structure of composition C23H52As3Cl2MnN3O, with properties calculated with ωB97M-V with the def2-TZVPD basis set.

```
85
C23H52As3Cl2MnN3O | the Open Molecules 2025 dataset | ωB97M-V with the def2-TZVPD basis set
As -3.923 3.889 -1.110
As 0.101 0.801 -1.787
As -0.515 0.247 1.476
Mn 1.314 -0.636 0.003
Cl 3.083 -2.109 1.129
Cl 3.156 -0.996 -1.510
O 2.506 0.996 0.723
N 0.215 -2.995 1.718
N 0.477 -2.189 -0.478
N -0.068 -4.478 -0.005
C -5.709 3.827 -0.405
C -0.077 -4.888 -1.425
C -0.442 2.617 -1.259
C 4.512 2.047 -0.332
C 0.241 -2.509 -1.900
C -3.929 3.780 -3.031
C -1.469 0.191 -2.766
C 0.387 -5.372 2.247
C -1.305 2.887 -0.008
C -0.452 0.203 3.416
C 0.203 -3.264 0.410
C -2.226 -0.595 1.129
C -0.770 2.184 1.260
C 4.159 -1.800 -0.252
C 2.761 1.407 2.120
C -0.437 -5.528 0.985
C 1.211 1.194 -3.339
C 3.011 2.059 -0.157
C -1.186 4.395 0.297
C 0.711 -3.904 -2.247
C 0.143 -3.992 2.814
C 2.896 0.283 3.112
C -2.800 2.528 -0.228
H -6.310 4.553 -0.950
H 0.894 -3.728 3.557
H -4.311 2.800 -3.326
H 2.038 -0.390 3.132
H 2.675 3.010 0.263
H -6.111 2.823 -0.556
H -4.597 4.556 -3.403
H 2.519 1.917 -1.106
H 0.397 -2.041 1.977
H -1.115 -4.940 -1.762
H -2.414 -0.679 0.060
H -0.261 -6.489 0.513
H 4.950 -1.121 0.045
H 0.340 -5.891 -1.485
H 1.223 0.317 -3.986
H -0.825 -2.407 -2.117
H -1.405 2.451 2.105
H -1.410 0.558 3.791
H 4.532 -2.739 -0.645
H 2.969 0.746 4.099
H -1.207 -0.641 -3.413
H 5.053 2.219 0.598
H -0.291 -0.803 3.800
H -2.940 1.606 -0.796
H -0.933 3.022 -2.146
H 1.445 -5.521 2.021
H 3.807 -0.293 2.963
H -3.020 -0.022 1.602
H -5.692 4.077 0.654
H 0.781 -1.777 -2.492
H -1.506 -5.447 1.196
H -1.860 4.690 1.104
H -0.173 4.662 0.599
H 0.216 2.596 1.483
H 4.788 2.860 -1.009
H -0.839 -3.928 3.283
H 0.334 0.858 3.780
H -1.793 1.015 -3.400
H 0.552 -4.098 -3.307
H 2.233 1.454 -3.081
H -3.302 2.403 0.733
H -2.287 -0.106 -2.113
H -2.215 -1.591 1.567
H 0.493 3.171 -1.163
H 1.782 -4.003 -2.051
H 4.861 1.116 -0.778
H 0.098 -6.128 2.975
H 1.953 2.087 2.392
H 3.683 1.979 2.110
H -1.420 4.993 -0.588
H 0.770 2.019 -3.896
H -2.929 3.945 -3.426
```

Properties
multiplicity: 2
relative energy (zero: lowest compared OMol25 entry of this formula, charge and spin): 0.0000 eV
LUMO energy (alpha / beta): -0.4675 / -0.4675 hartree
total charge: +4
Kohn-Sham gap (alpha / beta): 7.3 / 7.6 eV
⟨S²⟩: 0.752

[9]
Below is the ion HINO with charge -1 in a non-equilibrium geometry, with properties calculated with ωB97M-V with the def2-TZVPD basis set.

```
4
HINO | the Open Molecules 2025 dataset | ωB97M-V with the def2-TZVPD basis set
I 0.437 -1.299 1.589
O -0.223 -0.072 -1.596
N 0.342 0.409 -0.168
H -0.557 0.962 0.174
```

Properties
SMILES: [O-]NI
relative energy (zero: lowest compared OMol25 entry of this formula, charge and spin): 2.3226 eV
LUMO energy (alpha / beta): 0.1211 / 0.1331 hartree
total charge: -1
Kohn-Sham gap (alpha / beta): 7.3 / 7.0 eV